DFT (ωB97M-V/def2-TZVPD) results for a 9-piece molecular cluster, C45H92N2O28PS overall in a non-equilibrium geometry.

The geometry in XYZ format:
```
169
C45H92N2O28PS (ωB97M-V/def2-TZVPD)
C 4.60 1.90 0.90
C 5.01 1.55 2.34
P 4.01 2.44 3.62
C 4.83 1.98 5.22
C 2.33 1.63 3.77
C 1.86 0.70 2.62
N 0.37 0.93 2.67
C -0.53 0.19 1.74
C -1.68 -0.49 2.44
C -1.27 -1.61 3.42
C -0.96 -2.95 2.75
C 0.50 -3.12 2.26
C 0.54 -4.33 1.30
C 1.97 -4.79 1.05
C 2.76 -3.79 0.18
O 3.68 -4.54 -0.56
C 4.46 -3.72 -1.41
C 0.16 2.36 2.94
C 0.71 3.39 1.94
C 0.61 3.00 0.46
O 1.53 2.41 -0.01
N -0.46 3.35 -0.35
C -0.92 2.23 -1.21
C -1.57 4.01 0.36
C 1.09 2.51 4.19
C 1.33 3.94 4.71
S 1.55 3.83 6.50
O 0.30 4.12 7.11
O 2.66 4.60 6.93
H 4.09 1.09 0.38
H 5.48 2.11 0.30
H 3.96 2.79 0.85
H 5.01 0.47 2.48
H 6.03 1.89 2.49
H 4.86 0.89 5.33
H 5.84 2.38 5.27
H 4.22 2.36 6.03
H 2.45 0.92 4.60
H 1.97 -0.36 2.85
H 2.33 0.81 1.65
H 0.16 0.51 3.59
H 0.08 -0.47 1.14
H -0.94 0.92 1.04
H -2.28 -0.95 1.66
H -2.35 0.21 2.95
H -2.10 -1.74 4.12
H -0.41 -1.33 4.03
H -1.09 -3.72 3.51
H -1.68 -3.20 1.97
H 0.86 -2.25 1.69
H 1.18 -3.28 3.09
H -0.03 -4.11 0.39
H 0.03 -5.13 1.85
H 2.50 -5.00 1.98
H 1.92 -5.72 0.48
H 2.05 -3.24 -0.45
H 3.27 -3.10 0.86
H 4.78 -2.82 -0.89
H 3.94 -3.49 -2.34
H 5.35 -4.30 -1.68
H -0.83 2.60 3.32
H 1.76 3.61 2.12
H 0.18 4.31 2.14
H -0.47 1.29 -0.92
H -2.00 2.20 -1.20
H -0.59 2.43 -2.23
H -2.26 4.37 -0.40
H -2.14 3.29 0.97
H -1.26 4.88 0.93
H 0.67 1.98 5.05
H 0.44 4.53 4.55
H 2.21 4.37 4.23
H 1.80 2.51 6.77
C 0.32 5.56 -2.74
O 0.61 6.84 -3.29
C -0.24 7.80 -2.91
O -1.19 7.65 -2.18
O 0.13 8.94 -3.48
C -0.71 10.06 -3.17
H 1.08 4.87 -3.11
H 0.37 5.59 -1.65
H -0.66 5.22 -3.06
H -0.70 10.26 -2.10
H -1.73 9.89 -3.51
H -0.30 10.92 -3.70
C -2.64 -5.86 -2.02
O -3.56 -5.05 -2.77
C -3.69 -3.81 -2.30
O -3.10 -3.35 -1.35
O -4.57 -3.17 -3.07
C -4.81 -1.81 -2.69
H -2.62 -6.84 -2.49
H -1.64 -5.43 -2.06
H -2.97 -5.97 -0.99
H -3.89 -1.23 -2.76
H -5.22 -1.76 -1.68
H -5.54 -1.41 -3.39
C 4.53 -7.31 -0.52
O 3.70 -8.47 -0.41
C 4.27 -9.48 0.25
O 5.37 -9.48 0.74
O 3.40 -10.49 0.29
C 3.87 -11.65 0.98
H 3.97 -6.57 -1.08
H 4.77 -6.91 0.46
H 5.45 -7.54 -1.07
H 4.08 -11.42 2.02
H 4.76 -12.05 0.49
H 3.08 -12.39 0.93
C -3.47 9.55 -0.09
O -3.17 10.82 -0.65
C -4.01 11.80 -0.29
O -4.95 11.68 0.44
O -3.61 12.93 -0.89
C -4.43 14.06 -0.59
H -2.73 8.85 -0.46
H -3.42 9.58 1.00
H -4.46 9.21 -0.41
H -4.41 14.28 0.48
H -5.45 13.91 -0.92
H -4.00 14.91 -1.13
C -11.25 -2.34 -1.31
O -10.05 -2.11 -2.05
C -9.40 -3.22 -2.40
O -9.74 -4.34 -2.16
O -8.30 -2.85 -3.08
C -7.50 -3.95 -3.53
H -11.68 -1.37 -1.08
H -11.96 -2.91 -1.90
H -11.04 -2.86 -0.38
H -8.07 -4.58 -4.22
H -7.14 -4.53 -2.69
H -6.65 -3.54 -4.06
C -9.96 -2.69 -6.39
O -9.37 -2.82 -7.69
C -9.55 -4.01 -8.26
O -10.14 -4.94 -7.78
O -8.95 -3.99 -9.45
C -9.06 -5.22 -10.18
H -9.76 -1.69 -6.03
H -11.04 -2.83 -6.45
H -9.52 -3.41 -5.70
H -10.10 -5.45 -10.39
H -8.59 -6.03 -9.64
H -8.54 -5.07 -11.13
C 9.66 -6.18 4.94
O 9.54 -7.30 4.05
C 8.32 -7.86 4.04
O 7.37 -7.50 4.69
O 8.35 -8.87 3.18
C 7.11 -9.58 3.06
H 10.68 -5.82 4.85
H 8.98 -5.38 4.65
H 9.47 -6.49 5.97
H 6.33 -8.92 2.69
H 6.83 -10.02 4.01
H 7.26 -10.37 2.33
C 8.08 7.65 -0.62
O 6.76 7.30 -0.17
C 6.09 6.51 -1.00
O 6.49 6.09 -2.06
O 4.89 6.26 -0.47
C 4.06 5.42 -1.26
H 8.51 8.29 0.15
H 8.69 6.76 -0.73
H 8.03 8.21 -1.55
H 4.52 4.45 -1.41
H 3.84 5.89 -2.22
H 3.12 5.29 -0.73
```

Results
Highest occupied orbital energy, eV: -11.26
Frontier orbital gap, eV: 8.61
Charge: +1

These are the Mulliken partial charges, in e, on atoms 1 to 99: number 1, C, carries -0.824; number 2, C, carries -0.699; number 3, P, carries 0.268; number 4, C, carries -1.137; number 5, C, carries -0.114; number 6, C, carries -0.964; number 7, N, carries 0.632; number 8, C, carries 0.003; number 9, C, carries -1.148; number 10, C, carries -0.806; number 11, C, carries -1.068; number 12, C, carries 0.460; number 13, C, carries -1.115; number 14, C, carries -0.596; number 15, C, carries -0.574; number 16, O, carries -0.164; number 17, C, carries -0.825; number 18, C, carries -0.045; number 19, C, carries -0.645; number 20, C, carries -1.013; number 21, O, carries -0.519; number 22, N, carries 0.609; number 23, C, carries -1.109; number 24, C, carries -1.208; number 25, C, carries -1.388; number 26, C, carries -1.205; number 27, S, carries 1.058; number 28, O, carries -0.643; number 29, O, carries -0.579; number 30, H, carries 0.274; number 31, H, carries 0.496; number 32, H, carries -0.032; number 33, H, carries 0.469; number 34, H, carries 0.501; number 35, H, carries 0.340; number 36, H, carries 0.439; number 37, H, carries 0.242; number 38, H, carries 0.877; number 39, H, carries 0.614; number 40, H, carries 0.084; number 41, H, carries -0.016; number 42, H, carries 0.785; number 43, H, carries -0.610; number 44, H, carries 0.564; number 45, H, carries 0.449; number 46, H, carries 0.374; number 47, H, carries 0.413; number 48, H, carries 0.491; number 49, H, carries 0.288; number 50, H, carries -0.347; number 51, H, carries 0.446; number 52, H, carries 0.382; number 53, H, carries 0.453; number 54, H, carries 0.345; number 55, H, carries 0.272; number 56, H, carries 0.391; number 57, H, carries 0.237; number 58, H, carries 0.321; number 59, H, carries 0.321; number 60, H, carries 0.239; number 61, H, carries 0.485; number 62, H, carries 0.416; number 63, H, carries 0.885; number 64, H, carries 0.337; number 65, H, carries 0.497; number 66, H, carries 0.218; number 67, H, carries 0.444; number 68, H, carries 0.331; number 69, H, carries 0.374; number 70, H, carries 1.085; number 71, H, carries 0.572; number 72, H, carries 0.463; number 73, H, carries 0.149; number 74, C, carries -0.607; number 75, O, carries -0.367; number 76, C, carries 0.765; number 77, O, carries -0.584; number 78, O, carries -0.355; number 79, C, carries -0.596; number 80, H, carries 0.341; number 81, H, carries 0.151; number 82, H, carries 0.417; number 83, H, carries 0.265; number 84, H, carries 0.291; number 85, H, carries 0.259; number 86, C, carries -0.622; number 87, O, carries -0.329; number 88, C, carries 0.810; number 89, O, carries -0.553; number 90, O, carries -0.295; number 91, C, carries -0.674; number 92, H, carries 0.252; number 93, H, carries 0.267; number 94, H, carries 0.292; number 95, H, carries 0.324; number 96, H, carries 0.324; number 97, H, carries 0.196; number 98, C, carries -0.617; number 99, O, carries -0.342